[1]
C9H18AgN5O7SSeTe | the ωB97M-V functional and the def2-TZVPD basis

Geometry as XYZ:
```
43
C9H18AgN5O7SSeTe | the Open Molecules 2025 dataset | the ωB97M-V functional and the def2-TZVPD basis
Ag -0.437 -0.300 -0.527
C -4.288 3.437 -0.439
Te -2.335 3.625 0.389
C -2.668 5.724 0.784
H -4.366 4.021 -1.355
H -5.017 3.781 0.294
H -4.450 2.387 -0.667
H -3.720 5.882 1.024
H -2.395 6.342 -0.071
H -2.071 6.021 1.648
C 1.669 3.533 0.054
C 1.604 2.113 0.575
N 2.698 1.344 0.336
O 0.610 1.698 1.154
H 2.691 3.916 0.030
H 1.041 4.178 0.666
H 1.273 3.525 -0.963
H 3.229 1.643 -0.469
H 2.463 0.342 0.272
O -3.693 -1.198 0.717
S -2.834 0.009 0.781
N -2.422 0.722 -0.444
C 3.162 -3.611 1.441
N 1.802 -3.793 0.969
C 1.607 -4.150 -0.325
C 0.389 -4.126 -0.888
C -0.645 -3.533 -0.096
N -0.478 -3.170 1.152
C 0.732 -3.346 1.767
O 0.922 -3.119 2.956
N -1.862 -3.313 -0.672
H 3.713 -4.554 1.404
H 3.111 -3.263 2.467
H 3.656 -2.862 0.819
H 2.498 -4.412 -0.881
H 0.247 -4.347 -1.933
H -1.816 -3.138 -1.664
H -2.481 -2.689 -0.162
O 3.077 -1.881 -2.704
Se 1.808 -1.064 -2.085
O 0.351 -1.696 -2.560
O 1.790 -1.225 -0.404
O 1.833 0.548 -2.390
```

highest occupied orbital energy: -0.09939 hartree
relative energy (zero: lowest compared OMol25 entry of this formula, charge and spin): 0.000 eV
electronic energy: -118881.709 eV
charge: -2
multiplicity: 1
strongest force on any atom: 0.56 eV/Å
orbital gap: 0.2437 Eh
molar mass: 654.8 g/mol

[2]
H32O16 | the ωB97M-V functional and the def2-TZVPD basis

Geometry as XYZ:
```
48
H32O16 | the Open Molecules 2025 dataset | the ωB97M-V functional and the def2-TZVPD basis
O 1.555 2.423 -2.133
H 1.076 1.651 -1.894
H 2.474 2.315 -1.936
O -0.719 -2.799 -0.787
H -0.257 -3.413 -0.204
H -0.326 -2.979 -1.640
O 1.877 -4.582 -3.360
H 1.835 -4.075 -4.153
H 1.410 -4.104 -2.646
O 2.614 -0.397 2.197
H 2.168 0.325 2.591
H 3.028 -0.014 1.459
O -5.054 1.273 0.871
H -4.451 0.757 0.338
H -4.347 1.806 1.297
O 1.306 1.614 1.364
H 1.534 1.886 0.429
H 1.441 2.319 2.014
O -0.545 0.389 -3.915
H -1.246 0.840 -3.455
H -0.049 0.885 -4.572
O -3.545 -2.388 1.187
H -3.231 -3.173 1.628
H -2.983 -1.797 0.691
O 0.589 4.659 1.622
H 1.208 5.017 0.999
H 0.113 5.419 1.949
O -0.188 1.172 4.212
H -0.816 1.830 4.534
H 0.029 1.368 3.245
O 0.550 0.263 -0.709
H 1.197 -0.516 -0.739
H -0.177 -0.231 -1.100
O 2.442 -2.259 -1.420
H 3.072 -1.781 -0.837
H 2.358 -1.644 -2.168
O -1.604 -0.086 1.030
H -0.817 -0.489 1.317
H -1.776 0.724 1.512
O 4.026 0.093 -0.509
H 4.708 -0.260 0.102
H 4.527 0.689 -1.042
O -0.325 -3.953 2.099
H -1.144 -3.586 2.562
H 0.385 -3.492 2.576
O -4.305 2.725 -1.588
H -4.914 2.004 -1.610
H -4.706 3.570 -1.409
```

highest occupied orbital energy: -0.38695 hartree
relative energy (zero: lowest compared OMol25 entry of this formula, charge and spin): 6.644 eV
electronic energy: -33278.290 eV
charge: 0
multiplicity: 1
strongest force on any atom: 2.93 eV/Å
orbital gap: 0.3745 Eh
molar mass: 288.2 g/mol

[3]
C49H58N6O7SeTi | the ωB97M-V functional and the def2-TZVPD basis

Geometry as XYZ:
```
122
C49H58N6O7SeTi | the Open Molecules 2025 dataset | the ωB97M-V functional and the def2-TZVPD basis
Ti 1.030 0.787 -0.667
C -0.766 0.196 6.035
C -0.468 1.670 5.713
C -1.791 2.451 5.698
C 0.398 2.233 6.841
C 0.214 1.754 4.345
C -0.480 1.320 3.210
C 0.143 1.325 1.969
N -0.374 1.007 0.736
C -1.654 0.611 0.374
C -2.559 -0.177 1.062
C -3.773 -0.552 0.475
C -4.071 -0.026 -0.769
C -3.184 0.781 -1.501
C -1.908 1.034 -0.970
O -0.884 1.603 -1.585
C -3.597 1.406 -2.843
C -2.660 0.947 -3.976
C -3.504 2.936 -2.697
C -5.030 1.049 -3.235
C -4.689 -1.543 1.199
C -3.952 -2.883 1.348
C -5.046 -1.012 2.595
C -5.986 -1.799 0.436
C 1.478 1.796 1.848
O 1.954 1.750 0.578
C 2.171 2.261 2.957
C 1.512 2.220 4.197
C 3.587 2.846 2.821
C 3.520 4.087 1.914
C 4.535 1.809 2.198
C 4.171 3.260 4.171
H -1.246 0.103 7.019
H -1.427 -0.244 5.283
H 0.162 -0.384 6.043
H -2.274 2.396 6.681
H -1.609 3.503 5.457
H -2.485 2.052 4.954
H -0.148 2.162 7.786
H 1.332 1.672 6.946
H 0.641 3.286 6.665
H -1.512 0.997 3.280
H -2.275 -0.556 2.041
H -5.031 -0.261 -1.215
H -1.622 1.164 -3.729
H -2.755 -0.131 -4.143
H -2.917 1.467 -4.910
H -2.476 3.230 -2.481
H -3.825 3.434 -3.623
H -4.142 3.278 -1.876
H -5.140 -0.028 -3.403
H -5.749 1.364 -2.470
H -5.282 1.562 -4.170
H -3.022 -2.760 1.910
H -4.576 -3.619 1.872
H -3.697 -3.283 0.362
H -4.150 -0.883 3.210
H -5.544 -0.041 2.518
H -5.715 -1.711 3.117
H -5.787 -2.271 -0.531
H -6.629 -2.469 1.016
H -6.535 -0.867 0.259
H 2.042 2.572 5.075
H 3.124 3.829 0.932
H 2.866 4.845 2.354
H 4.524 4.518 1.784
H 4.177 1.493 1.220
H 5.538 2.239 2.071
H 4.611 0.921 2.835
H 3.575 4.048 4.643
H 4.231 2.408 4.857
H 5.186 3.646 4.019
C -0.628 -6.782 -0.514
O 0.551 -6.383 -1.170
C 0.370 -5.811 -2.410
C -0.697 -6.113 -3.243
C -0.816 -5.481 -4.480
C 0.082 -4.487 -4.888
C 1.192 -4.253 -4.050
C 1.332 -4.908 -2.838
N -0.143 -3.834 -6.096
N 0.266 -2.590 -6.279
C 0.440 -1.665 -5.282
C 1.227 -0.545 -5.614
C 1.594 0.424 -4.689
C 1.219 0.334 -3.359
O 1.548 1.257 -2.403
C 0.428 -0.766 -2.973
N 0.143 -0.879 -1.624
C -0.702 -1.815 -1.222
C -1.422 -2.591 -2.123
C -1.133 -2.501 -3.474
C -0.092 -1.685 -3.926
H -0.359 -6.977 0.522
H -1.052 -7.697 -0.943
H -1.389 -5.996 -0.548
H -1.454 -6.824 -2.934
H -1.659 -5.699 -5.126
H 1.934 -3.524 -4.355
H 2.173 -4.699 -2.183
H 1.589 -0.494 -6.635
H 2.212 1.265 -4.990
H -0.820 -1.930 -0.157
H -2.190 -3.266 -1.767
H -1.717 -3.067 -4.188
O 0.779 3.907 -0.994
H 0.091 3.304 -1.340
H 1.606 3.596 -1.354
O 2.768 -0.439 -0.776
N 2.533 -1.152 0.238
O 1.414 -0.899 0.706
Se 4.152 2.309 -2.001
C 5.883 2.233 -1.246
C 6.733 3.335 -1.219
C 7.987 3.203 -0.642
N 8.452 2.076 -0.099
C 7.626 1.024 -0.135
C 6.357 1.047 -0.692
H 6.418 4.284 -1.636
H 8.662 4.054 -0.611
H 8.006 0.111 0.311
H 5.730 0.160 -0.689
```

highest occupied orbital energy (alpha / beta): -0.02051 / -0.06810 hartree
relative energy (zero: lowest compared OMol25 entry of this formula, charge and spin): 0.176 eV
electronic energy: -163491.659 eV
charge: -2
multiplicity: 3
strongest force on any atom: 1.88 eV/Å
orbital gap (alpha / beta): 0.1626 / 0.1451 Eh
molar mass: 969.9 g/mol

[4]
C20H30FO15 | the ωB97M-V functional and the def2-TZVPD basis

Geometry as XYZ:
```
66
C20H30FO15 | the Open Molecules 2025 dataset | the ωB97M-V functional and the def2-TZVPD basis
F 0.746 -34.422 11.017
C 4.398 -33.629 11.196
C 4.579 -32.524 10.172
C 3.571 -32.733 9.070
O 2.999 -31.415 8.810
C 3.389 -30.698 9.789
O 3.010 -29.533 9.894
O 4.133 -31.350 10.688
H 3.525 -33.610 11.688
H 5.081 -33.488 12.056
H 4.671 -34.594 10.554
H 5.622 -32.361 9.770
H 2.610 -33.346 9.118
H 4.055 -33.225 8.287
C -0.197 -35.346 8.123
C 1.032 -36.283 7.966
C 1.368 -36.985 9.277
O 1.760 -38.362 8.805
C 1.111 -38.477 7.630
O 0.861 -39.611 7.072
O 0.688 -37.366 7.116
H -0.859 -36.022 8.651
H -0.541 -35.095 7.154
H 0.037 -34.446 8.790
H 1.806 -35.734 7.510
H 0.680 -36.940 10.224
H 2.484 -36.656 9.730
C 3.523 -36.462 14.258
C 2.121 -36.314 14.926
C 0.964 -35.944 13.981
O -0.016 -36.996 14.189
C 0.492 -37.885 15.030
O -0.018 -38.903 15.304
O 1.728 -37.511 15.430
H 4.223 -36.608 15.000
H 3.811 -35.366 13.838
H 3.386 -37.185 13.351
H 2.105 -35.512 15.751
H 1.126 -35.916 12.983
H 0.517 -35.133 14.227
C -2.339 -36.226 12.271
C -3.373 -35.252 11.815
C -2.871 -34.389 10.483
O -3.894 -34.941 9.585
C -4.808 -35.700 10.121
O -5.817 -36.100 9.579
O -4.499 -36.054 11.398
H -1.462 -35.829 12.848
H -2.108 -36.869 11.573
H -2.704 -36.843 13.267
H -3.756 -34.814 12.670
H -1.741 -34.369 10.231
H -3.053 -33.502 10.780
C 1.319 -30.944 12.978
C -0.013 -31.467 12.332
C -0.810 -32.580 13.195
O -2.015 -31.815 13.521
C -2.123 -30.708 12.781
O -3.139 -29.923 12.739
O -1.056 -30.501 12.080
H 1.068 -30.678 14.005
H 1.701 -30.006 12.574
H 2.108 -31.563 13.075
H 0.463 -31.995 11.519
H -0.304 -32.956 14.211
H -0.987 -33.416 12.519
```

highest occupied orbital energy: -0.26472 hartree
relative energy (zero: lowest compared OMol25 entry of this formula, charge and spin): 7.891 eV
electronic energy: -54653.459 eV
charge: -1
multiplicity: 1
strongest force on any atom: 7.84 eV/Å
orbital gap: 0.3400 Eh
molar mass: 529.4 g/mol

[5]
C6H18N3 | the ωB97M-V functional and the def2-TZVPD basis

Geometry as XYZ:
```
27
C6H18N3 | the Open Molecules 2025 dataset | the ωB97M-V functional and the def2-TZVPD basis
C -0.342 2.579 -0.823
C -1.469 1.427 1.118
C 0.900 2.223 1.327
C -0.216 -0.455 -1.386
C -0.138 1.588 0.374
C 0.151 0.155 -0.101
N 1.369 -1.778 0.573
N 0.992 -0.471 0.639
N 0.134 -4.067 -0.904
H -1.174 3.365 -0.570
H -0.597 1.966 -1.812
H 0.524 3.229 -0.930
H -1.935 2.466 0.988
H -2.125 0.762 0.702
H -1.445 1.116 2.120
H 0.682 3.328 1.285
H 0.765 1.937 2.363
H 1.995 2.059 0.916
H 0.203 -0.008 -2.198
H -1.226 -0.292 -1.558
H 0.055 -1.505 -1.421
H 1.785 -2.320 1.239
H 0.745 -2.417 0.035
H 1.421 0.007 1.405
H 0.019 -4.711 -0.103
H 0.839 -4.492 -1.437
H -0.695 -4.224 -1.480
```

highest occupied orbital energy: -0.49532 hartree
relative energy (zero: lowest compared OMol25 entry of this formula, charge and spin): 3.150 eV
electronic energy: -10976.116 eV
charge: +1
multiplicity: 1
strongest force on any atom: 4.78 eV/Å
orbital gap: 0.3808 Eh
molar mass: 132.2 g/mol

[6]
C3H4Br3F | the ωB97M-V functional and the def2-TZVPD basis

Geometry as XYZ:
```
11
C3H4Br3F | the Open Molecules 2025 dataset | the ωB97M-V functional and the def2-TZVPD basis
C 0.434 -0.404 0.437
C -0.536 0.404 -0.343
C 2.252 -0.079 -0.250
F 2.161 -0.131 -1.580
Br -2.325 0.024 0.400
Br 2.720 1.718 0.294
Br 3.462 -1.406 0.403
H 0.344 -1.475 0.299
H 0.542 -0.125 1.477
H -0.577 0.118 -1.390
H -0.384 1.476 -0.232
```

highest occupied orbital energy: -0.36524 hartree
relative energy (zero: lowest compared OMol25 entry of this formula, charge and spin): 0.730 eV
electronic energy: -216019.570 eV
charge: 0
multiplicity: 1
strongest force on any atom: 4.19 eV/Å
orbital gap: 0.3698 Eh
molar mass: 298.8 g/mol